Record 1
{
  "formula": "C23H32AgO3",
  "method": "wB97M-V/def2-TZVPD",
  "de_lowest_ev": 0.2900,
  "multiplicity": 2,
  "total_energy_ev": -34492.635,
  "e_homo_ev": [-14.8715, -14.8715],
  "orbital_gap_ha": [0.283, 0.192],
  "charge": 2,
  "s_squared": 0.77,
  "symbols": ["C", "O", "C", "C", "C", "C", "C", "C", "C", "C", "C", "C", "C", "C", "C", "C", "C", "C", "C", "C", "C", "O", "C", "C", "C", "O", "H", "H", "H", "H", "H", "H", "H", "H", "H", "H", "H", "H", "H", "H", "H", "H", "H", "H", "H", "H", "H", "H", "H", "H", "H", "H", "H", "H", "H", "H", "H", "H", "Ag"],
  "coordinates": [[5.5337, -3.6937, 1.8579], [5.2281, -2.6653, 0.9135], [5.9200, -2.7482, -0.3075], [4.9982, -2.3980, -1.4641], [4.9988, -0.9214, -1.8671], [4.9002, 0.0668, -0.6883], [3.4959, 0.6393, -0.3948], [3.4356, 2.1676, -0.5267], [2.3450, 2.8341, 0.3131], [0.9506, 2.7046, -0.2785], [-0.1540, 3.1196, 0.7131], [-0.8644, 1.9304, 1.3699], [-2.2820, 1.7381, 0.8201], [-2.9238, 0.4856, 1.4626], [-4.2731, 0.2456, 0.9540], [-5.3933, 0.7872, 1.6430], [-6.6830, 0.5724, 1.2147], [-6.8845, -0.2097, 0.0659], [-5.7820, -0.7215, -0.6578], [-4.5005, -0.5011, -0.2322], [-6.0525, -1.5083, -1.9054], [-5.2583, -1.5248, -2.7992], [-7.3494, -2.2060, -1.9359], [-8.3863, -1.7214, -1.2454], [-8.2637, -0.5135, -0.4205], [-9.1887, 0.1909, -0.1318], [4.6531, -3.8281, 2.4766], [5.7446, -4.6441, 1.3778], [6.3423, -3.3748, 2.5132], [6.7833, -2.0262, -0.2363], [6.3681, -3.7273, -0.4523], [3.9920, -2.7449, -1.2649], [5.3402, -2.9716, -2.3244], [5.8514, -0.6859, -2.5032], [4.1274, -0.7449, -2.4902], [5.5221, 0.9437, -0.9456], [5.2932, -0.3511, 0.2565], [2.7668, 0.1920, -1.0646], [3.2046, 0.3521, 0.6136], [4.3938, 2.6095, -0.2678], [3.2510, 2.4005, -1.5760], [2.6106, 3.8869, 0.3790], [2.4042, 2.4377, 1.3284], [0.8149, 1.6814, -0.6263], [0.8909, 3.3517, -1.1514], [-0.8613, 3.8067, 0.2613], [0.3445, 3.6585, 1.5149], [-0.9483, 2.0373, 2.4491], [-0.3311, 0.9977, 1.1960], [-2.8829, 2.6176, 1.0396], [-2.2449, 1.6538, -0.2648], [-2.3034, -0.3744, 1.2118], [-2.9600, 0.6020, 2.5431], [-5.2271, 1.3788, 2.5303], [-7.5339, 0.9816, 1.7329], [-3.6645, -0.8889, -0.7956], [-7.4315, -3.0958, -2.5396], [-9.3356, -2.2322, -1.2848], [7.4587, -0.0486, -0.1089]]
}

Record 2
{
  "formula": "C23H32AlAs2N3O3",
  "method": "wB97M-V/def2-TZVPD",
  "total_energy_ev": -163247.436,
  "e_homo_ev": -14.6669,
  "orbital_gap_ha": 0.356,
  "charge": 2,
  "symbols": ["Al", "C", "As", "C", "C", "C", "C", "C", "C", "C", "As", "C", "C", "H", "H", "H", "H", "H", "H", "H", "H", "H", "H", "H", "H", "H", "H", "H", "H", "N", "C", "C", "O", "O", "H", "H", "H", "H", "C", "N", "N", "C", "O", "C", "C", "C", "C", "C", "C", "C", "C", "C", "H", "H", "H", "H", "H", "H", "H", "H", "H", "H", "H", "H"],
  "coordinates": [[-1.4148, 0.1365, -1.0110], [-2.4405, -0.9166, 2.9607], [-2.1642, 0.3133, 1.4581], [-3.9065, 1.1925, 1.4452], [-1.0931, 1.7760, 2.1922], [-0.9697, 1.9738, 3.5636], [-0.2479, 3.0427, 4.0702], [0.3724, 3.9278, 3.2050], [0.2476, 3.7500, 1.8387], [-0.4845, 2.6860, 1.3173], [-0.7111, 2.5322, -0.6144], [0.9517, 3.2989, -1.3316], [-1.9345, 4.0044, -1.0145], [-3.1546, -0.4789, 3.6598], [-1.5035, -1.1224, 3.4747], [-2.8558, -1.8562, 2.5896], [-4.0775, 1.6599, 2.4177], [-4.6828, 0.4483, 1.2580], [-3.9694, 1.9523, 0.6652], [-1.4537, 1.2895, 4.2488], [-0.1742, 3.1855, 5.1352], [0.9382, 4.7598, 3.5945], [0.7235, 4.4610, 1.1740], [0.9630, 4.3703, -1.1249], [1.0057, 3.1629, -2.4150], [1.8220, 2.8323, -0.8695], [-1.6810, 4.8463, -0.3662], [-2.9773, 3.7304, -0.8565], [-1.8054, 4.3052, -2.0572], [-1.5782, 0.4092, -3.2066], [-2.9872, 0.1627, -3.5711], [-3.8327, 0.3202, -2.3031], [-4.9705, 0.6644, -2.2803], [-3.1112, 0.0504, -1.2236], [-1.3256, 1.3573, -3.4934], [-0.9752, -0.2123, -3.7436], [-3.1156, -0.8706, -3.9026], [-3.3694, 0.8269, -4.3477], [4.2484, -2.9297, -0.6046], [3.2028, -2.1435, -1.2037], [1.9458, -2.0447, -0.6911], [1.2716, -1.0940, -1.3807], [0.0507, -0.7249, -1.0967], [2.1305, -0.6052, -2.3625], [3.3364, -1.2767, -2.2169], [4.5998, -1.1506, -2.9680], [1.4730, -2.9308, 0.3105], [0.9264, -2.4265, 1.4823], [0.5174, -3.3166, 2.4604], [0.6458, -4.6829, 2.2683], [1.1716, -5.1740, 1.0841], [1.5852, -4.3003, 0.0966], [3.9717, -3.1966, 0.4140], [5.1702, -2.3484, -0.5737], [4.4393, -3.8431, -1.1714], [1.8971, 0.1646, -3.0671], [4.4915, -0.4687, -3.8040], [4.9189, -2.1225, -3.3409], [5.3880, -0.7736, -2.3178], [0.8436, -1.3559, 1.6260], [0.1170, -2.9421, 3.3874], [0.3438, -5.3708, 3.0419], [1.2703, -6.2357, 0.9231], [1.9868, -4.6790, -0.8312]]
}

Record 3
{
  "formula": "C23H32CdCl2N3O7PS2",
  "method": "wB97M-V/def2-TZVPD",
  "de_lowest_ev": 1.0068,
  "multiplicity": 2,
  "total_energy_ev": -103743.803,
  "e_homo_ev": [-0.8208, -3.7323],
  "orbital_gap_ha": [0.108, 0.215],
  "charge": -1,
  "s_squared": 0.78,
  "symbols": ["Cd", "Cl", "C", "Cl", "H", "H", "O", "C", "C", "C", "C", "C", "C", "C", "O", "N", "N", "C", "S", "C", "C", "S", "H", "H", "H", "H", "H", "H", "H", "H", "H", "C", "C", "C", "O", "C", "O", "O", "H", "H", "H", "H", "H", "H", "H", "O", "N", "C", "C", "C", "C", "C", "H", "H", "H", "H", "H", "C", "P", "C", "C", "O", "H", "H", "H", "H", "H", "H", "H", "H", "H"],
  "coordinates": [[0.0696, -0.4665, 0.4953], [-1.5918, 1.1967, 2.7297], [-2.7642, 0.2617, 3.6644], [-2.1305, -1.3164, 4.1402], [-3.6336, 0.1130, 3.0340], [-3.0044, 0.8170, 4.5635], [-1.5205, 3.3401, -1.7371], [-2.7724, 2.9024, -2.0030], [-3.6157, 3.7305, -2.7388], [-4.9013, 3.3242, -3.0592], [-5.3509, 2.0745, -2.6473], [-4.5134, 1.2513, -1.9138], [-3.2170, 1.6386, -1.5629], [-2.3415, 0.7480, -0.7692], [-1.1160, 1.1800, -0.4827], [-2.8289, -0.4123, -0.4264], [-2.0046, -1.2185, 0.2931], [-2.3676, -2.5043, 0.3111], [-1.6511, -3.6516, 1.4080], [-1.8198, -4.9433, 0.1420], [-3.2724, -4.8761, -0.3163], [-3.7326, -3.1272, -0.6137], [-1.0920, 2.5704, -1.2583], [-3.2320, 4.6931, -3.0543], [-5.5460, 3.9787, -3.6342], [-6.3507, 1.7415, -2.8987], [-4.8449, 0.2759, -1.5830], [-1.5777, -5.9175, 0.5711], [-1.1373, -4.7116, -0.6771], [-3.9136, -5.2759, 0.4700], [-3.4418, -5.4429, -1.2342], [1.1890, 3.6454, 0.4262], [2.0654, 2.4773, 0.8501], [3.3756, 2.9676, 1.4583], [1.3656, 1.6736, 1.8167], [2.3991, 1.5778, -0.3635], [3.0194, 2.1065, -1.2890], [2.0577, 0.3528, -0.3099], [1.1494, 4.3979, 1.2208], [0.1777, 3.3002, 0.2223], [1.5897, 4.1077, -0.4744], [3.1751, 3.6529, 2.2871], [3.9575, 3.4897, 0.6998], [3.9594, 2.1265, 1.8339], [0.9908, 2.2697, 2.4744], [0.9362, -1.4835, 2.3478], [1.9987, -0.9896, 2.8980], [3.1654, -0.9903, 2.2241], [4.3065, -0.4951, 2.8133], [4.2527, 0.0200, 4.0998], [3.0360, 0.0218, 4.7652], [1.9177, -0.4876, 4.1448], [3.0962, -1.3729, 1.2176], [5.2251, -0.5049, 2.2442], [5.1392, 0.4217, 4.5703], [2.9376, 0.4180, 5.7657], [0.9254, -0.5309, 4.5685], [3.2328, -1.8840, -2.3297], [1.4368, -1.7671, -2.4559], [1.0232, -3.0250, -3.6880], [1.0502, -0.1874, -3.2189], [0.6683, -2.0456, -1.2010], [3.6796, -1.6455, -3.2968], [3.4876, -2.9129, -2.0638], [3.5928, -1.1846, -1.5827], [1.6221, -2.9260, -4.5937], [-0.0337, -2.9316, -3.9397], [1.1864, -4.0076, -3.2454], [1.2926, -0.2202, -4.2832], [1.5933, 0.6192, -2.7312], [-0.0234, -0.0275, -3.0945]]
}

Q: Number 2 is which compound?
A: C23H32AlAs2N3O3